16
Properties=species:S:1:pos:R:3:forces:R:3 method="wB97M-V/def2-TZVPD" homo_lumo_gap_ha="0.2763 / 0.2858" e_above_lowest_ev=8.9478 lumo_energy_ha="-0.0308 / -0.0266" fmax_ev_per_a=4.4 mol_weight_g_mol=134.138
C -0.03902 -0.04328 1.66250 2.28 -2.32 -1.37
C 0.22409 -1.07204 0.83576 -0.87 0.68 1.66
C 1.00931 0.79596 1.04597 -1.43 1.33 -0.43
C 1.47968 -0.71898 0.15411 -0.86 -1.44 -4.02
C -0.64447 -1.95617 0.08261 0.66 -1.44 -0.52
C 0.53084 1.67421 -0.21660 0.62 -0.89 0.88
C -0.88694 0.01384 -1.32354 0.66 -1.78 1.48
N -1.07343 -1.45353 -0.98970 -0.75 0.22 -0.64
N 0.43383 0.57435 -1.13703 1.30 0.43 1.04
O 2.16813 0.19620 0.76130 2.51 1.79 2.32
H -0.88843 -0.03997 2.22683 -1.89 1.39 1.62
H -0.68531 -3.08454 0.21774 -0.25 1.45 0.15
H -0.31324 2.25223 0.16981 -0.44 -0.28 -0.66
H 1.34679 2.37407 -0.42337 -0.14 -0.21 -0.27
H -1.05191 -0.03016 -2.37288 -0.70 0.72 -0.80
H -1.60993 0.51783 -0.69352 -0.70 0.34 -0.43



20
Properties=species:S:1:pos:R:3:forces:R:3 method="wB97M-V/def2-TZVPD" homo_lumo_gap_ha=0.3103 e_above_lowest_ev=0.4895 lumo_energy_ha=-0.3157 total_charge=+2 fmax_ev_per_a=6.3 mol_weight_g_mol=389.335
O 0.01765 -3.63328 -2.46950 0.12 3.20 0.18
C 0.09332 -2.49821 -2.39110 -0.34 -4.45 -0.10
Pb 0.79311 0.03039 -2.27658 -2.43 -0.28 0.06
O -4.72902 0.02423 -4.99606 3.67 -0.02 1.99
C -3.71234 0.01804 -4.44506 -3.61 0.03 -1.96
C 2.97805 0.05948 -3.16555 4.90 0.14 -3.07
O 3.72544 0.08708 -4.02526 -2.21 -0.09 2.39
C 0.02931 2.48212 -2.36406 -0.57 6.24 0.50
O -0.05139 3.63165 -2.28916 0.24 -4.79 -0.38
C 1.13422 -0.76082 3.09262 0.68 -1.00 -0.96
N 0.12243 0.04498 2.36443 -0.77 0.69 1.13
C -1.08692 0.70908 2.96973 -1.82 -0.35 -1.08
C 0.26982 0.07271 1.10393 0.71 0.13 -1.15
N 0.54850 0.06975 -0.04030 -0.26 0.04 1.03
H 1.05637 -0.71148 4.17111 -0.33 0.27 -0.03
H 2.13099 -0.44873 2.75760 -0.22 0.20 0.38
H 1.03017 -1.79759 2.73106 -0.08 0.24 0.59
H -1.19599 1.74965 2.61810 0.44 -0.46 0.15
H -2.00938 0.15978 2.59435 1.14 0.56 0.56
H -1.14432 0.71115 4.05971 0.73 -0.30 -0.22



19
Properties=species:S:1:pos:R:3:forces:R:3 method="wB97M-V/def2-TZVPD" homo_lumo_gap_ha=0.3751 e_above_lowest_ev=0.0380 lumo_energy_ha=0.0174 smiles="N#C[C@@](C=O)(C(N)=O)c1cc[nH]n1" fmax_ev_per_a=4.4 mol_weight_g_mol=178.151
C -2.44349 -0.61345 -0.72115 -1.15 -0.80 0.13
C -0.07612 -1.78896 0.02776 0.34 0.93 0.59
C 1.04871 -2.03786 0.76517 0.11 1.20 -0.24
C -0.15266 -0.35925 -0.04231 -0.16 -0.61 0.22
C -0.94596 0.47532 -2.45659 0.69 -0.17 3.19
C -1.86927 1.68969 -0.25131 4.34 0.47 0.16
C -1.36331 0.29929 -0.68320 1.58 0.66 -1.97
N -3.31806 -1.35600 -0.74158 -0.08 -0.09 -0.15
N 0.87644 0.23721 0.55695 -0.24 -1.55 1.05
N 1.59251 -0.82778 1.09610 -0.99 0.12 -1.21
N -0.87149 2.41611 0.35834 -1.37 -0.22 -0.33
O 0.16277 0.58777 -2.81066 0.63 0.20 0.10
O -2.83132 2.20241 -0.69730 -2.80 0.42 -0.86
H -0.85613 -2.45310 -0.26448 0.00 -0.45 -0.39
H 1.59955 -2.92508 0.98807 -0.15 -0.44 0.35
H -1.76607 0.35518 -3.09600 -1.86 -0.06 -0.91
H 2.19693 -0.72138 1.89110 0.34 0.57 -0.29
H -0.13201 1.95441 0.83341 0.75 -0.11 0.26
H -1.01437 3.41156 0.39986 0.02 -0.08 0.29



18
Properties=species:S:1:pos:R:3:forces:R:3 method="wB97M-V/def2-TZVPD" homo_lumo_gap_ha=0.3215 e_above_lowest_ev=2.7730 lumo_energy_ha=-0.0004 smiles=Nc1nccc(-c2nccs2)n1 fmax_ev_per_a=19.6 mol_weight_g_mol=178.220
C -0.49602 1.60410 1.64887 0.18 -1.38 3.70
C 0.37893 -0.39434 2.61566 -4.06 6.54 -7.61
C 0.38096 -0.92576 1.33172 -0.22 2.85 1.22
C -0.01227 -0.03464 0.24642 2.11 -6.61 0.89
C 0.11139 -0.68857 -1.11507 -1.24 5.24 1.78
C 0.32938 -2.03394 -2.71556 1.01 -0.05 -1.46
C 0.12378 -0.92708 -3.48664 -0.21 -0.30 2.14
H -0.73237 3.12306 2.55160 4.72 7.16 15.63
H -0.89572 3.22719 0.84921 -0.21 1.34 1.55
H 0.56728 -0.76852 3.46874 1.73 -3.21 5.77
H 0.76219 -1.86916 1.18030 0.60 -1.93 -0.71
H 0.61747 -2.90964 -3.26690 -0.03 -0.78 0.63
H 0.19036 -0.85495 -4.52533 -0.10 0.02 -1.33
N -0.95783 2.87482 1.81512 -4.56 -7.27 -17.60
N -0.16724 0.93655 2.76189 1.34 -2.10 -0.33
N -0.42582 1.11858 0.44455 -1.18 3.22 -2.70
N 0.39362 -1.87809 -1.34307 0.04 -2.54 -1.80
S -0.16810 0.40038 -2.46152 0.10 -0.20 0.26



22
Properties=species:S:1:pos:R:3:forces:R:3 method="wB97M-V/def2-TZVPD" homo_lumo_gap_ha="0.2030 / 0.2924" e_above_lowest_ev=0.1920 lumo_energy_ha="-0.1466 / -0.1685" total_charge=+1 fmax_ev_per_a=5.8 spin_multiplicity=3 mol_weight_g_mol=274.818
O 0.35161 4.18772 -4.19805 -0.56 -1.41 0.79
C 0.02700 3.24192 -3.66425 0.65 1.23 -0.70
Ni -0.01374 1.11959 -1.88719 0.24 1.60 -0.53
O 0.33708 3.10275 0.17093 0.18 -2.74 -0.96
C 0.29633 2.17329 -0.50895 0.06 5.39 2.21
C 0.46252 -0.67677 -1.72389 2.58 0.08 0.44
O -0.02447 -1.78728 -1.67847 -0.85 -0.58 -0.18
C 1.71796 -0.36757 -0.85334 0.49 -1.06 -2.63
O 2.80604 -0.03942 -1.24310 -0.83 0.61 0.51
C -1.64683 0.61700 -1.45855 -5.07 -1.34 0.92
O -2.63891 0.14189 -1.09309 2.83 1.19 -0.99
H 0.52686 0.08590 -2.82478 0.70 -2.37 -0.86
N -1.01838 -1.13751 2.84947 -0.54 0.12 0.83
C 0.17319 -1.69975 2.19608 0.55 -0.25 -0.45
C 0.38797 -0.77498 1.04097 1.20 1.13 -1.92
O -0.45650 0.05248 0.73819 0.88 -1.30 1.39
O 1.61509 -0.90116 0.43701 -2.28 -0.14 1.89
H -0.80250 -0.19971 3.21217 -0.21 -0.15 -0.13
H -1.35349 -1.70070 3.62828 -0.03 -0.19 0.11
H -1.77559 -1.02540 2.16183 0.14 0.09 0.05
H 1.04373 -1.69310 2.84988 -0.14 -0.03 0.16
H -0.01497 -2.71919 1.84884 -0.02 0.13 0.03